1.
{
  "formula": "C37H35BLuNP2",
  "method": "the ωB97M-V functional and the def2-TZVPD basis",
  "multiplicity": 1,
  "total_charge": 2,
  "homo_lumo_gap_ev": 6.96,
  "species": ["H", "H", "H", "Lu", "H", "H", "C", "H", "C", "H", "C", "C", "H", "C", "H", "C", "H", "C", "C", "N", "H", "H", "P", "C", "C", "C", "H", "C", "H", "C", "H", "H", "C", "H", "C", "H", "C", "C", "H", "C", "C", "H", "H", "C", "H", "C", "H", "C", "H", "C", "C", "C", "H", "C", "B", "C", "C", "C", "C", "H", "H", "C", "C", "H", "C", "H", "C", "C", "H", "H", "C", "H", "C", "P", "H", "H", "H"],
  "positions_angstrom": [[2.15, 0.18, -2.58], [0.26, -2.64, 6.72], [0.83, 2.35, -5.58], [0.14, -1.57, 0.37], [0.53, 1.26, 4.81], [0.37, 5.20, 3.39], [-3.26, -1.77, 0.66], [-1.21, 2.12, -1.04], [-3.45, -3.26, -4.15], [-3.62, 3.89, 2.34], [-2.56, 3.69, 2.47], [-0.34, 1.03, -2.68], [-5.00, -1.92, -3.46], [1.09, -2.87, -1.32], [4.49, -3.08, -1.05], [0.39, 2.32, -4.58], [4.90, 1.11, -2.09], [3.49, -2.65, -1.26], [-0.16, -2.56, 4.58], [-2.09, -1.74, 0.47], [0.40, 0.14, -4.48], [-0.19, -3.66, 4.46], [-0.57, -0.56, -1.89], [-2.07, 2.43, 2.20], [-3.94, -2.13, -3.49], [0.05, 3.49, -3.90], [-2.72, 1.64, 1.84], [4.28, 0.95, 0.56], [3.53, 2.82, -0.32], [1.00, -1.54, -1.91], [1.26, 2.94, 2.86], [-0.12, -2.91, -3.50], [0.19, 3.15, 2.79], [-0.74, -2.21, 2.49], [-1.67, 4.69, 2.91], [-3.42, -0.38, -2.32], [1.64, 0.63, 1.47], [2.18, -0.82, -2.16], [-2.07, 5.66, 3.15], [3.30, 1.90, 0.22], [-0.73, 2.21, -2.01], [2.39, -1.14, 2.48], [-5.16, -0.87, 0.07], [-0.54, 3.44, -2.62], [0.19, -3.50, -1.29], [-0.16, -0.38, 3.55], [0.20, 4.46, -4.37], [-0.36, -1.77, 3.46], [5.30, 1.07, 0.18], [-3.06, -1.25, -2.88], [0.22, 0.20, 4.76], [0.12, -2.00, 5.84], [4.27, 1.51, -2.03], [1.98, 1.68, 0.59], [-4.77, -1.71, 0.86], [0.31, -0.62, 5.92], [3.95, -0.16, 1.33], [-2.08, -3.53, -4.18], [0.18, 1.08, -3.97], [1.21, 2.35, 0.21], [4.32, -0.94, -2.29], [-0.32, 4.42, 3.06], [3.41, -1.44, -1.94], [-5.46, -2.72, 0.69], [-0.70, 2.17, 2.35], [-4.13, -3.94, -4.64], [2.34, -3.32, -0.83], [2.64, -0.33, 1.80], [2.43, -4.25, -0.23], [-5.07, -1.30, 1.97], [-1.18, -2.67, -3.57], [4.72, -0.90, 1.60], [-1.67, -1.52, -2.94], [-0.15, 0.55, 1.95], [0.64, -0.16, 6.85], [-0.86, 4.35, -2.11], [-1.70, -4.42, -4.66]]
}


2.
{
  "formula": "C4H12NO2",
  "method": "the ωB97M-V functional and the def2-TZVPD basis",
  "multiplicity": 2,
  "total_charge": -2,
  "homo_lumo_gap_ev": [2.66, 7.46],
  "species": ["C", "H", "H", "H", "H", "H", "C", "N", "H", "H", "O", "H", "C", "H", "O", "H", "H", "H", "C"],
  "positions_angstrom": [[1.76, 1.25, -0.07], [2.58, 1.09, 0.70], [-0.76, -2.25, 1.71], [1.81, -0.77, 1.24], [-2.06, 0.34, -2.10], [2.31, 1.02, -0.95], [0.44, 0.49, 0.07], [-0.24, 0.20, -1.28], [-1.37, 1.97, -1.90], [-0.26, 1.36, 0.51], [-0.07, -1.10, 1.91], [-2.23, -2.81, 1.08], [0.72, -0.86, 0.89], [1.51, 2.27, -0.05], [-1.55, -3.09, 1.88], [0.16, 0.38, -2.14], [0.80, -1.74, 0.21], [-2.04, 1.21, -0.31], [-1.49, 1.03, -1.39]]
}


The records above give, respectively, energy relative to the best compared isomer or geometry (same formula, charge and spin) values of 0.0 61.8 kcal per mole.